The following is a quantum chemistry calculation of a molecular structure, C64H164AsBF8N9O12S2 at a distorted geometry, from the Open Molecules 2025 dataset.

Summary:
Charge: +5
LUMO energy: -9.41 eV
E: -7783.0286 a.u.

Each line ends with the Mulliken charge.
Cartesian coordinates (Å):
B  -13.709  -5.680  -11.602  0.160
H  -17.256  -10.403  9.711  0.018
H  -13.247  12.382  7.727  0.029
H  16.381  6.684  15.117  0.028
H  -4.126  8.838  0.951  -0.290
C  -16.124  -3.238  -2.407  -0.875
C  -15.870  -1.911  -2.453  -0.180
N  -14.195  -1.098  -3.630  0.063
C  -14.398  -1.522  -5.166  -1.213
C  -14.649  0.347  -3.354  -0.608
C  -15.861  0.879  -4.344  -0.974
C  -12.995  -1.527  -2.794  -0.472
C  -12.627  -3.028  -2.880  -1.221
O  -13.039  -4.352  -10.350  -0.202
C  -12.556  -4.420  -11.617  0.111
H  -17.006  -3.456  -3.035  0.242
H  -15.851  -4.002  -1.601  0.244
H  -12.815  -3.544  -3.791  0.322
H  -15.487  -1.313  -1.607  0.301
H  -16.578  -1.351  -3.057  0.145
H  -14.182  -2.574  -5.219  0.377
H  -13.882  -0.853  -5.802  0.325
H  -15.486  -1.517  -5.263  0.437
H  -13.725  1.002  -3.308  0.368
H  -14.956  0.485  -2.324  0.398
H  -16.512  1.223  -3.526  0.300
H  -16.192  0.022  -4.903  0.302
H  -15.463  1.727  -4.988  0.282
H  -13.403  -1.325  -1.817  0.272
H  -12.133  -0.847  -2.946  0.486
H  -11.532  -3.047  -2.857  0.345
H  -12.992  -3.561  -2.086  0.328
H  -9.826  -4.464  12.546  -0.145
H  8.054  9.928  14.945  -0.028
H  -12.466  -15.673  2.446  -0.030
C  2.758  -14.062  7.692  -0.851
C  1.446  -13.215  7.978  -0.167
N  0.737  -12.356  5.945  0.023
C  1.945  -11.516  6.034  -1.194
C  0.884  -13.538  4.676  -0.262
C  -0.017  -14.637  4.855  -1.120
C  -0.506  -11.601  6.031  -0.580
C  -1.150  -10.826  4.802  -0.522
O  -0.852  -9.560  4.224  -0.198
C  -1.779  -8.801  4.126  -0.272
H  2.449  -15.116  7.340  0.264
H  3.064  -14.438  8.798  0.392
H  3.602  -13.481  7.262  0.290
H  1.306  -12.156  8.343  0.370
H  0.570  -13.811  8.109  0.301
H  2.128  -10.753  6.802  0.345
H  1.533  -10.943  5.101  0.421
H  2.883  -12.116  5.778  0.433
H  1.937  -13.938  4.755  0.347
H  0.612  -12.938  3.822  0.402
H  0.293  -15.516  5.383  0.327
H  -0.225  -15.088  3.957  0.393
H  -0.827  -14.182  5.352  0.268
H  -0.700  -11.069  6.991  0.354
H  -1.288  -12.416  5.986  0.271
H  -2.200  -10.791  5.204  0.447
H  -1.060  -11.502  3.944  0.092
H  -1.535  -8.097  3.368  0.317
H  -9.124  -1.846  -6.676  -0.133
H  -2.677  -8.804  4.816  0.268
C  3.194  -1.122  8.746  -1.460
C  2.578  -0.035  7.876  -0.222
N  2.288  1.286  8.545  0.225
C  3.452  1.755  9.319  -1.059
C  2.014  2.232  7.427  -0.442
C  1.457  3.535  7.908  -1.479
C  1.111  1.049  9.443  -0.729
C  -0.162  0.893  8.757  -0.470
O  -0.238  -0.445  8.216  -0.300
C  -1.539  -1.000  8.079  -0.709
H  3.130  -2.094  8.135  0.367
H  2.710  -1.348  9.757  0.274
H  4.266  -0.980  8.880  0.428
H  1.621  -0.318  7.474  0.343
H  3.314  0.107  7.053  0.532
H  3.559  0.996  10.072  0.490
H  3.192  2.711  9.813  0.409
H  4.337  1.842  8.699  0.357
H  1.344  1.733  6.745  0.326
H  3.019  2.306  7.031  0.677
H  0.489  3.391  8.325  0.366
H  1.329  4.179  7.056  0.338
H  2.100  4.150  8.540  0.381
H  0.924  1.966  10.045  0.479
H  1.259  0.203  10.076  0.358
H  -0.448  1.609  7.991  0.187
H  -0.948  0.953  9.559  0.554
H  -1.422  -2.035  7.869  0.284
H  -2.049  -0.597  7.160  0.161
H  -2.129  -0.913  9.030  0.330
C  4.330  4.615  -0.782  -1.326
C  3.684  5.130  0.548  -0.406
N  4.627  5.466  1.657  0.177
C  5.631  4.363  1.709  -1.149
C  5.336  6.826  1.292  -0.670
C  6.683  7.166  2.019  -1.373
C  3.835  5.495  2.941  -0.917
C  2.804  6.614  3.222  -0.799
O  3.438  7.798  3.419  -0.239
C  2.571  8.665  4.144  -0.706
H  3.654  4.897  -1.624  0.348
H  4.498  3.543  -0.608  0.361
H  5.363  5.014  -1.058  0.350
H  3.020  4.381  0.917  0.493
H  3.070  6.036  0.370  0.401
H  5.169  3.433  1.952  0.478
H  6.369  4.579  2.482  0.444
H  6.039  4.251  0.702  0.390
H  4.583  7.543  1.387  0.542
H  5.500  6.676  0.256  0.572
H  6.517  7.106  3.062  0.408
H  6.855  8.218  1.729  0.394
H  7.555  6.607  1.742  0.378
H  4.504  5.570  3.779  0.369
H  3.366  4.513  2.950  0.684
H  2.242  6.214  4.058  0.620
H  2.159  6.572  2.348  0.305
H  3.118  9.507  4.555  0.262
H  2.119  8.107  5.055  0.265
H  1.827  9.027  3.441  0.321
C  -1.191  -7.788  -9.290  -1.312
C  -0.347  -6.637  -9.462  0.452
N  -0.377  -5.610  -10.224  0.158
C  0.919  -4.791  -10.248  -0.907
C  -1.434  -15.076  -10.118  -0.576
C  -0.183  -15.239  -9.548  -0.415
C  -1.455  -5.213  -11.193  -0.693
C  -2.220  -3.857  -10.830  -0.485
O  -1.224  -2.741  -10.839  -0.254
C  -1.582  -1.655  -11.370  -0.370
H  -1.015  -8.257  -8.315  0.360
H  -0.782  -8.542  -9.894  0.382
H  -2.248  -7.718  -9.599  0.346
H  0.593  -6.726  -8.910  0.336
H  9.614  11.689  -10.228  -0.098
H  1.099  -4.225  -11.208  0.310
H  1.779  -5.388  -10.015  0.421
H  0.813  -4.013  -9.403  0.321
H  -1.539  -14.435  -11.000  0.240
H  -2.172  -15.087  -9.426  0.287
H  -16.859  -4.256  7.460  -0.018
H  -0.094  -15.195  -8.447  0.240
H  0.611  -15.219  -10.369  0.224
H  -2.262  -5.995  -11.288  0.398
H  -0.804  -5.110  -12.064  0.332
H  -2.553  -3.957  -9.835  0.332
H  -3.016  -3.706  -11.550  0.494
H  -2.566  -1.263  -11.471  0.300
H  -0.734  -0.970  -11.338  0.266
H  -8.381  -0.739  -10.171  -0.121
C  0.316  16.010  -9.174  -1.199
C  1.558  15.005  -9.127  -0.399
N  2.108  14.430  -7.901  0.028
C  2.780  13.020  -8.299  -0.932
C  3.287  15.573  -7.422  -0.298
C  4.036  15.107  -6.176  -1.029
C  1.165  14.208  -6.842  -0.937
C  -0.312  13.415  -6.878  -0.739
O  -0.416  12.124  -7.364  -0.211
C  -0.895  11.212  -6.631  -0.304
H  -0.729  15.719  -9.250  0.316
H  0.442  16.625  -10.093  0.360
H  0.461  16.205  -8.167  0.336
H  2.392  15.417  -9.606  0.597
H  1.058  14.178  -9.702  0.300
H  2.053  12.518  -9.031  0.321
H  2.878  12.446  -7.412  0.446
H  3.704  12.974  -8.850  0.361
H  2.641  16.463  -7.199  0.324
H  3.822  15.607  -8.356  0.424
H  4.396  14.072  -6.212  0.344
H  3.621  15.493  -5.324  0.411
H  4.901  15.972  -6.363  0.323
H  0.757  15.216  -6.583  0.507
H  1.672  13.829  -5.977  0.633
H  -0.985  13.949  -7.601  0.137
H  -0.841  13.435  -5.920  0.597
H  12.544  7.688  -6.920  -0.063
H  -1.173  11.317  -5.562  0.305
H  -0.650  10.174  -6.880  0.287
C  -3.742  4.189  0.606  -1.448
C  -3.887  3.125  1.708  -0.063
N  -4.932  2.061  1.546  0.401
C  -6.281  2.476  1.317  -1.091
C  -4.561  1.319  0.252  -0.517
C  -5.262  0.023  -0.024  -1.294
C  -4.847  1.083  2.714  -0.581
C  -4.874  1.582  4.146  -0.890
O  -6.255  1.795  4.337  -0.370
C  -6.517  2.228  5.768  -0.778
H  -4.702  4.683  0.454  0.419
H  -3.517  3.839  -0.443  0.265
H  -3.047  5.031  0.885  0.431
H  -4.095  3.608  2.631  0.318
H  -2.931  2.551  1.962  0.378
H  -6.541  3.139  2.192  0.341
H  -6.983  1.624  1.350  0.402
H  -6.249  3.077  0.405  0.453
H  -3.494  1.219  0.323  0.524
H  -4.823  2.004  -0.582  0.409
H  -6.306  0.224  -0.054  0.428
H  -5.014  -0.956  0.442  0.293
H  -5.014  -0.133  -1.168  0.353
H  -3.996  0.427  2.485  0.567
H  -5.721  0.422  2.634  0.410
H  -4.205  2.433  4.414  0.359
H  -4.434  0.798  4.726  0.475
H  -5.913  1.676  6.450  0.334
H  -7.609  2.113  5.887  0.274
H  -6.408  3.373  5.780  0.286
C  12.267  -3.034  -2.781  -1.226
C  12.736  -4.062  -1.791  -0.401
N  12.174  -3.736  -0.372  0.009
C  12.488  -4.915  0.478  -1.083
C  12.802  -2.497  0.372  -0.323
C  14.300  -2.304  0.355  -1.349
C  10.734  -3.566  -0.451  -0.914
C  9.869  -3.692  0.805  -0.807
O  9.631  -4.996  1.143  -0.306
C  8.606  -4.991  2.124  -0.764
H  12.530  -2.053  -2.408  0.339
H  11.189  -3.101  -2.965  0.332
H  12.745  -3.130  -3.754  0.419
H  13.825  -4.189  -1.668  0.517
H  12.281  -4.987  -2.077  0.405
H  12.117  -4.665  1.485  0.512
H  13.568  -5.135  0.519  0.375
H  11.978  -5.824  0.108  0.397
H  12.557  -2.724  1.392  0.284
H  12.328  -1.610  0.023  0.538
H  14.750  -3.006  1.081  0.349
H  14.490  -1.305  0.701  0.425
H  14.708  -2.438  -0.608  0.329
H  10.371  -4.257  -1.220  0.511
H  10.555  -2.638  -0.959  0.517
H  8.950  -3.224  0.593  0.714
H  10.360  -3.127  1.689  0.302
H  8.361  -6.073  2.361  0.262
H  7.679  -4.613  1.713  0.326
H  8.898  -4.448  3.070  0.314
As  -0.038  1.361  3.569  2.083
F  -1.255  0.104  3.717  -0.540
F  -1.205  2.253  2.722  -0.501
F  1.341  2.491  3.138  -0.534
F  1.087  0.357  4.492  -0.555
F  0.510  0.568  2.040  -0.531
F  -0.407  2.235  5.064  -0.523
N  2.815  -0.885  1.561  0.324
S  4.227  -0.689  -0.778  0.510
O  5.063  -1.827  -0.696  -0.400
O  4.503  0.586  -0.103  -0.331
F  3.593  -0.383  -2.093  -0.096
S  6.535  0.837  4.686  0.163
O  2.096  -1.815  1.698  -0.074
O  6.888  2.081  5.411  -0.569
F  7.862  0.704  3.677  -0.358

Cartesian forces, eV/Å:
-0.0848 0.1269 0.4439
0.0093 0.1656 -0.0601
-0.0022 -0.0069 -0.0003
-0.0825 0.0337 0.0001
0.0916 -0.0897 -0.0963
-1.0554 -0.1063 0.7802
-1.5572 -0.9605 1.8093
0.0466 1.0345 -1.7396
-0.6262 0.0212 4.5434
1.6320 -0.3588 -1.7383
3.0654 0.6691 2.2288
-1.7504 0.4828 -1.7684
2.0839 2.4129 -1.3482
2.4350 -0.8366 -7.3787
-2.2793 0.7544 6.9599
0.8216 -0.7631 0.1528
-0.0260 1.3932 -1.3798
-0.7730 -0.0994 -0.8355
0.3939 -0.5961 -0.5936
0.3837 0.1087 -0.2113
0.7567 -0.2378 -0.2757
0.5125 0.3556 -0.9178
0.3424 0.1961 -0.4129
-0.7771 -0.2992 -0.8897
-0.5000 -0.7209 0.2936
-0.5812 0.1087 -1.2199
-0.6444 0.3857 -0.1056
-0.8013 -1.1879 0.7565
0.3041 0.0643 0.7383
-0.2125 -0.3608 -0.1460
0.0245 -0.1921 0.3901
-1.0504 -1.3483 1.8785
0.0491 -0.0132 -0.0451
0.0825 -0.0349 -0.0014
0.0039 0.0110 0.0014
-1.9686 -0.4097 3.0259
0.7388 -0.1817 -1.7728
1.7573 -2.8117 2.3505
-0.5255 0.9985 -5.0625
2.5226 2.4357 2.3377
-0.4856 -0.5380 1.7980
-1.5089 -1.1025 -0.4809
-0.5282 -1.6701 0.7506
6.0158 -5.7924 2.0023
-5.9628 5.2561 -0.2080
0.6749 1.9829 -0.4050
-0.4153 1.2883 -2.0159
-0.6727 -0.8713 0.1724
0.8850 -1.4635 -0.3190
-0.4124 -0.3957 0.3934
-0.6589 -0.7856 0.3112
2.6601 0.4068 0.9544
-1.4482 1.0588 0.3688
-0.8141 1.4079 -0.3871
0.5790 0.1338 -0.4249
0.7274 -0.0094 1.1104
-1.2173 -0.4568 -2.5023
-1.9046 -0.4001 0.2492
0.7487 -0.3257 -0.6035
0.5691 0.7959 0.4992
0.7595 0.1048 -0.9037
-0.4258 -0.0256 0.1714
-0.8250 1.2633 -0.2262
0.1540 0.1858 -0.6423
1.0760 0.0066 -1.0768
-0.5183 -1.8463 0.3232
1.1392 -0.5749 -0.3865
0.0157 -0.9655 -0.0835
-0.6367 0.3672 0.9863
0.5232 0.1654 0.5680
0.5909 0.7777 -0.5143
0.2644 2.5543 0.4274
-3.0352 -2.2170 -0.2969
-0.0746 0.2834 0.2680
-0.5693 1.0777 -0.2779
-0.0879 1.3805 0.8928
0.5470 0.4477 -1.4568
-0.0755 0.1763 0.2174
-0.0101 -0.3339 -0.3014
-0.6687 0.4066 0.4168
0.6005 -0.0497 0.4900
0.2981 -0.5386 -0.3792
0.0304 -0.0334 -0.1427
-0.0484 -0.0260 -0.4074
-0.1087 0.4025 -0.8032
-0.6788 0.2169 0.5470
-0.2583 0.1219 -0.6318
-0.0048 -0.4794 0.3421
0.8352 -0.5573 -0.0387
0.4800 -0.4197 0.4281
0.2531 0.2016 -0.0837
0.5441 0.1384 -0.5482
0.3273 -0.9436 -0.0015
0.1340 0.0649 1.0962
0.3107 0.2220 -0.9116
0.7301 0.5436 0.2935
0.0128 1.3946 -1.4345
0.5593 0.7740 -0.1210
0.5682 0.5003 0.1365
1.4335 -2.2710 0.5286
-1.9675 0.7994 -1.2292
0.0633 0.1201 0.6528
0.7279 -2.8895 -2.1945
0.2555 1.0453 1.0245
-0.3737 -0.4069 1.2828
0.4569 -0.7384 0.6624
-0.4112 0.1615 -0.8249
-1.4532 -0.0797 0.5397
-0.4161 -0.6385 0.2560
0.3909 -0.4179 0.0451
-0.6404 -0.6303 0.3118
0.0350 -0.0077 -0.2836
0.4128 0.2108 0.5510
-0.8989 1.2376 0.5496
0.3962 0.0997 -1.0236
0.0877 0.1341 1.1944
0.0696 -0.3986 0.3618
0.1291 -0.5552 -0.3405
0.8112 -0.2863 0.1327
-0.2350 0.0339 0.3216
-0.1889 0.2441 0.4510
-0.7765 0.6942 -0.1203
0.2755 -0.0200 -0.2271
0.4581 0.8716 -1.5838
-0.5085 0.0843 0.2942
-1.9576 0.0562 0.6128
1.3646 0.1583 0.2604
0.4725 0.6009 -0.1011
-1.1437 2.4796 0.7793
4.5169 1.3223 0.6686
-1.7337 0.8456 -3.0620
-0.2826 0.5971 0.3677
2.9729 -0.7066 -0.7876
-0.9981 -5.0044 1.1684
1.0914 3.8386 -0.8967
-0.5307 0.5420 0.1035
0.8421 -1.1801 -1.4266
0.4546 0.1273 0.4897
-0.1493 0.1071 -0.0987
0.0649 -0.1309 0.1235
-0.6364 -0.9088 0.9950
0.1209 -0.6326 -0.0666
0.1655 -1.0689 -1.4599
-0.1359 -1.3760 -0.4117
-2.8087 0.0200 1.6318
-0.0088 -0.1656 0.0598
0.4712 -0.9751 -0.9253
-0.3107 0.1674 2.0975
1.2161 0.5744 0.0463
-1.0158 0.0765 -0.5780
-0.7322 0.1310 1.1225
-0.0307 0.2317 -0.1040
-0.9226 -0.3016 -0.1061
-0.4443 0.2347 -0.4271
-0.1041 -0.2397 0.6280
1.4746 -1.0191 -0.8361
-4.0708 -2.1512 -2.9921
2.1503 -1.0773 -0.7697
-2.4286 0.4059 -1.2667
-2.6674 -2.0069 1.0623
2.9500 2.8043 -4.0726
-3.4444 0.2073 2.0266
-0.2560 2.5538 -1.9710
1.8128 0.0597 -1.5009
-0.2918 -3.2467 2.6192
0.2713 -1.3827 -0.0862
0.4173 0.5736 1.5602
-0.5455 3.3307 1.7315
0.7616 0.5113 -1.2359
1.5264 0.2127 0.1743
0.7256 0.7416 1.4509
0.0029 -0.3861 0.8440
0.5444 1.1999 0.0341
0.8371 -0.6323 -0.5369
0.4351 0.2565 0.0598
0.1343 0.6028 0.2326
-1.3601 0.1228 2.3472
-1.1853 -2.6466 0.8687
0.4638 -0.7389 0.1573
0.4931 -0.1442 0.4039
0.8042 0.2105 0.7537
0.8148 0.5309 0.3055
-0.1085 0.1247 -0.0988
-0.0132 0.7486 -0.7696
-0.3816 0.4586 -0.5815
-0.3048 0.2893 -0.9924
1.8297 -0.3698 0.1606
1.3641 -1.9186 -0.7925
-1.6631 2.3829 1.8465
0.4969 0.1770 0.2861
0.8292 -0.9327 -3.0172
0.6650 -1.0001 -0.7471
-0.0653 0.8540 -1.2303
0.2717 0.6879 2.9995
-1.5506 2.1663 -3.0557
-0.1131 0.1852 0.2686
0.3263 0.0076 1.3156
-0.5357 -1.2353 -0.0961
-0.5042 0.6686 0.7266
-1.3428 0.8231 -0.8691
-0.1288 -0.5662 -1.0017
0.4846 0.5775 -0.4049
-0.7327 -0.2569 0.1149
0.5548 -0.1856 -0.2426
0.3504 -0.3127 0.7393
-1.0320 -0.3754 0.1814
-0.0085 1.1338 0.2366
-0.4470 0.0496 2.1198
0.1661 0.4834 0.2894
0.1563 0.3186 -0.1052
-0.6567 -0.0134 -0.5359
-0.1643 -0.9856 0.6562
0.3564 -0.2862 0.5346
0.6853 -0.4899 0.2282
0.5042 -1.7160 0.3292
0.2063 0.4988 -0.2804
-0.1227 0.7800 0.8053
2.2709 -0.3338 0.1460
0.0283 -0.8244 0.7184
0.1527 -0.9976 -0.3695
-0.4404 -1.4026 1.0331
-1.6816 -0.2860 -0.8118
2.7016 1.3920 0.6896
-0.2997 -0.8846 0.5495
-0.2538 -2.0522 1.2418
-0.1352 0.4751 -0.1079
0.3121 0.0886 0.1125
0.1880 -0.2418 0.0848
-0.5479 0.2231 -0.2109
-0.0312 -0.8912 0.2562
0.2384 -0.5119 -0.3899
-0.4246 0.4394 -0.1538
0.1030 0.6630 0.1365
-0.6193 0.4208 0.4077
-0.7538 0.4457 -0.3472
0.1329 0.3637 -0.5454
0.1649 0.4746 0.1155
0.7136 -0.0073 -1.0605
-0.0137 -0.4623 0.4572
-0.0954 0.8425 0.3094
-1.1805 1.0325 -0.3616
-0.7539 -0.5785 -1.1725
0.6144 1.2591 -0.0771
-0.1850 0.5985 -0.1098
-0.2394 -0.4558 -1.0179
3.1856 -1.2912 -0.6751
0.2743 0.5430 0.5233
-0.2074 0.9764 -0.3794
-1.7099 -0.4920 1.0119
-0.5797 0.5902 -0.3664
-0.7540 0.2707 1.0155
0.0349 -0.5403 -0.9184
-4.0098 -5.8733 -0.6926
-3.4883 1.1320 9.2002
2.1360 -0.7244 -1.6618
1.3938 -0.6141 -2.1359
-0.3596 0.5978 -4.0899
-0.0653 -0.5111 -0.4957
4.3561 5.6618 -0.5522
-0.3292 1.0304 0.8559
0.1561 -0.4543 -0.4690